(1)
68
Properties=species:S:1:pos:R:3:forces:R:3:lowdin_spin:R:1 method="wB97M-V/def2-TZVPD" s2=0.753 multiplicity=2 charge=+1 homo_ev="-11.23 / -11.23" energy_ev=-133743.320 lumo_energy_ha="-0.11369 / -0.36767" orbital_gap_ha="0.2989 / 0.0449"
O -3.259 -6.605 -6.477 3.5 4.8 2.1 0.000
C -2.446 -5.692 -6.119 -1.7 -1.5 -0.9 0.000
O -2.752 -4.376 -5.668 -2.1 -1.8 -1.0 0.000
C -1.637 -3.519 -5.480 0.3 -0.6 0.1 0.000
C -0.496 -4.482 -5.404 1.0 0.4 0.6 0.000
C -0.909 -5.647 -6.223 -0.9 -1.5 -0.8 0.000
H -1.820 -2.917 -4.589 0.0 -0.1 -0.1 0.000
H -1.376 -2.870 -6.316 -1.0 0.2 -0.4 0.000
H -0.396 -4.872 -4.391 0.5 0.3 0.1 0.000
H 0.390 -3.978 -5.789 0.3 -0.3 0.5 0.000
H -0.384 -6.548 -5.907 -0.4 -0.2 -0.1 0.000
H -0.788 -5.583 -7.305 0.4 0.3 -0.1 0.000
O 0.119 -1.015 3.748 -1.1 0.0 1.8 0.000
C -0.549 -1.038 4.781 2.4 -0.6 -1.4 0.000
O -1.548 -0.190 4.978 -0.5 0.4 0.0 0.000
C -2.264 -0.570 6.137 -1.7 -1.8 1.0 0.000
C -1.296 -1.361 6.980 1.2 0.4 2.1 0.000
C -0.295 -1.959 6.030 -0.9 2.0 -2.3 0.000
H -3.080 -1.259 5.915 -0.3 0.2 -0.8 0.000
H -2.739 0.230 6.705 0.5 0.5 -0.5 0.000
H -1.582 -2.172 7.650 -1.1 0.3 -0.2 0.000
H -0.940 -0.594 7.668 1.1 -0.2 0.0 0.000
H -0.672 -2.927 5.700 0.8 -0.3 0.2 0.000
H 0.774 -1.831 6.199 -0.2 -0.7 0.4 0.000
O -1.550 -1.433 -2.269 1.0 0.7 -0.2 0.000
C -0.733 -1.151 -1.426 -3.0 -1.8 0.6 0.000
O 0.475 -0.677 -1.648 0.3 0.4 -1.6 0.000
C 1.125 -0.340 -0.468 0.2 0.8 1.5 0.000
C 0.337 -1.029 0.671 2.4 0.1 1.0 0.000
C -0.940 -1.512 0.051 1.3 0.5 0.6 0.000
H 1.041 0.730 -0.276 -0.2 0.5 -0.4 0.000
H 2.199 -0.476 -0.597 -0.1 -0.8 0.2 0.000
H 0.227 -0.351 1.518 -0.3 0.1 -0.3 0.000
H 0.924 -1.824 1.131 0.0 -0.2 -0.3 0.000
H -1.688 -1.021 0.674 -0.9 -0.4 -1.0 0.000
H -0.935 -2.598 0.143 -0.7 0.1 -0.2 0.000
Cl -0.044 4.659 -1.185 -0.1 -0.1 0.9 0.090
C -0.769 4.520 0.515 -1.2 -0.3 -1.4 0.004
C -0.278 3.334 1.274 2.6 0.6 -0.9 0.000
Cl -1.169 3.190 2.738 -0.5 -0.4 0.8 0.000
H -1.789 4.171 0.352 -0.4 1.2 -0.4 0.001
H -0.683 5.534 0.907 -0.1 -0.4 0.3 0.002
H 0.782 3.460 1.496 -0.1 -0.1 0.4 0.000
H -0.311 2.475 0.604 -0.5 -0.3 0.4 0.000
Cl -2.558 2.285 -4.968 0.5 2.3 -2.0 0.000
C -2.296 1.003 -3.864 0.3 0.3 -0.3 0.000
C -3.683 0.760 -3.320 0.7 -1.8 1.5 0.000
Cl -4.891 0.094 -4.459 0.6 0.2 0.3 0.000
H -1.556 1.344 -3.140 -0.5 0.1 0.6 0.000
H -1.698 0.272 -4.409 -1.0 -0.8 0.2 0.000
H -4.119 1.635 -2.837 0.2 0.1 -0.4 0.000
H -3.477 0.037 -2.531 -0.8 -0.4 0.1 0.000
Cl 4.499 3.845 3.484 0.0 -2.3 0.7 0.121
C 4.221 2.044 4.276 -0.4 0.1 -1.6 0.005
C 2.833 1.598 3.835 -1.2 1.0 0.5 0.000
Cl 2.590 1.597 2.036 0.5 0.0 0.5 0.003
H 4.501 2.180 5.320 -0.8 0.2 -0.1 0.003
H 4.767 1.179 3.900 1.5 1.0 -0.6 0.000
H 2.072 2.270 4.233 -0.1 -0.2 -0.2 0.000
H 2.557 0.566 4.051 0.4 0.1 0.6 0.000
Cl 3.017 4.963 0.412 -0.2 -1.3 -0.1 0.575
C 3.056 3.534 -0.690 1.7 0.5 -1.2 0.066
C 4.469 3.547 -1.454 -1.3 -1.3 1.6 0.026
Cl 4.552 4.924 -2.479 0.3 0.4 -0.3 0.066
H 2.286 3.833 -1.401 -0.1 0.1 -0.3 0.031
H 2.745 2.565 -0.301 0.2 0.4 0.8 0.003
H 4.562 2.602 -1.990 -0.5 0.1 -0.5 0.006
H 5.277 3.439 -0.731 0.1 0.8 0.1 0.000



(2)
71
Properties=species:S:1:pos:R:3:forces:R:3:lowdin_charge:R:1 method="wB97M-V/def2-TZVPD" charge=-2 homo_ev=-0.42 energy_ev=-97455.618 lumo_energy_ha=0.13582 orbital_gap_ha=0.1513 de_lowest_ev=0.000
Cs 2.268 0.611 -2.085 -0.1 0.0 0.1 0.458
C 0.843 4.455 0.918 0.0 0.0 0.0 -0.049
C 1.788 4.241 2.031 0.0 0.0 0.0 -0.334
N 1.732 4.775 3.221 0.0 0.0 0.0 0.093
N 2.826 4.267 3.864 0.0 0.0 0.0 -0.008
C 3.564 3.437 3.106 0.0 0.0 0.0 -0.866
S 4.966 2.599 3.521 0.0 0.0 0.0 0.464
N 2.894 3.431 1.931 0.0 0.0 0.0 -0.100
N 3.197 2.606 0.844 0.0 0.0 0.0 0.086
H 0.033 5.099 1.253 0.0 0.0 0.0 0.080
H 0.435 3.516 0.529 0.0 0.0 0.0 0.002
H 1.363 4.895 0.061 0.0 0.0 0.0 0.028
H 3.043 4.523 4.808 0.0 0.0 0.0 0.129
H 4.198 2.433 0.916 0.0 0.0 0.0 0.054
H 3.033 3.140 -0.052 0.0 0.0 0.0 -0.117
C -1.491 0.578 -4.642 0.0 0.0 0.0 -0.108
N -1.024 -0.611 -3.934 0.0 0.0 0.0 -0.121
C 0.097 -1.289 -4.553 0.0 0.0 0.0 -0.075
C -1.374 -0.877 -2.659 0.0 0.0 0.0 -0.426
N -0.574 -1.521 -1.843 0.0 0.0 0.0 0.099
C -1.122 -2.402 -0.923 0.0 0.0 0.0 -0.293
C -2.134 -3.303 -1.300 0.0 0.0 0.0 -0.035
C -2.585 -4.310 -0.464 0.0 0.0 0.0 -0.119
C -2.010 -4.472 0.790 0.0 0.0 0.0 -0.125
C -1.020 -3.589 1.191 0.0 0.0 0.0 -0.064
C -0.594 -2.530 0.385 0.0 0.0 0.0 -0.291
N 0.433 -1.671 0.804 0.0 0.0 0.0 0.153
C 0.468 -1.209 2.002 0.0 0.0 0.0 -0.371
N 1.648 -0.693 2.513 0.0 0.0 0.0 -0.143
C 2.806 -0.818 1.638 -0.1 0.0 0.0 -0.075
C 1.551 0.635 3.126 0.0 0.0 0.0 -0.041
N -0.597 -1.136 2.895 0.0 0.0 0.0 -0.173
C -1.951 -0.923 2.452 0.0 0.0 0.0 -0.053
C -0.442 -1.504 4.278 0.0 0.0 0.0 -0.088
N -2.618 -0.438 -2.267 0.0 0.0 0.0 -0.157
C -2.821 0.071 -0.935 0.0 0.0 0.0 -0.097
C -3.767 -0.461 -3.130 0.0 0.0 0.0 -0.083
H -2.211 0.311 -5.427 0.0 0.0 0.0 0.078
H -0.623 1.080 -5.079 0.0 0.0 0.0 -0.015
H -1.920 1.281 -3.932 0.0 0.0 0.0 0.034
H -0.194 -1.630 -5.552 0.0 0.0 0.0 0.085
H 0.386 -2.145 -3.947 0.0 0.0 0.0 0.060
H 0.934 -0.594 -4.670 0.0 0.0 0.0 0.012
H -2.542 -3.211 -2.300 0.0 0.0 0.0 0.110
H -3.360 -4.987 -0.806 0.0 0.0 0.0 0.087
H -2.319 -5.279 1.443 0.0 0.0 0.0 0.085
H -0.554 -3.708 2.163 0.0 0.0 0.0 0.109
H 2.955 -1.862 1.365 0.0 0.0 0.0 0.072
H 3.680 -0.434 2.161 0.0 0.0 0.0 0.079
H 2.643 -0.237 0.730 0.2 0.0 0.0 0.011
H 0.806 0.648 3.918 0.0 0.0 0.0 0.071
H 1.287 1.390 2.378 0.0 0.0 0.0 0.091
H 2.521 0.893 3.550 0.0 0.0 0.0 0.056
H -1.947 -0.534 1.441 0.0 0.0 0.0 0.064
H -2.425 -0.182 3.105 0.0 0.0 0.0 0.091
H -2.552 -1.841 2.466 0.0 0.0 0.0 0.086
H 0.608 -1.680 4.498 0.0 0.0 0.0 0.088
H -1.008 -2.420 4.499 0.0 0.0 0.0 0.081
H -0.811 -0.715 4.944 0.0 0.0 0.0 0.080
H -1.851 0.328 -0.510 0.0 0.0 0.0 0.045
H -3.350 -0.650 -0.297 0.0 0.0 0.0 0.081
H -3.395 1.000 -0.990 0.0 0.0 0.0 0.086
H -3.533 -0.993 -4.050 0.0 0.0 0.0 0.082
H -4.112 0.547 -3.391 0.0 0.0 0.0 0.087
H -4.589 -0.987 -2.627 0.0 0.0 0.0 0.082
S 3.027 3.990 -1.996 0.0 0.0 0.0 -0.415
Sb 0.998 3.799 -3.325 0.0 0.0 0.0 -0.006
S 1.687 2.172 -4.967 0.0 0.0 0.0 -0.506
S -0.459 2.522 -1.854 0.0 0.0 0.0 -0.417
S 1.956 -3.337 -1.410 0.0 0.0 0.0 0.701
C 3.210 -4.086 -1.817 0.0 0.0 0.0 -0.569



(3)
71
Properties=species:S:1:pos:R:3:forces:R:3:lowdin_spin:R:1 method="wB97M-V/def2-TZVPD" s2=6.014 multiplicity=5 charge=+2 homo_ev="-13.13 / -13.75" energy_ev=-68885.831 lumo_energy_ha="-0.17635 / -0.30019" orbital_gap_ha="0.3063 / 0.2050" de_lowest_ev=0.854
Os 0.161 1.016 -0.490 -0.2 -0.7 0.0 2.293
C -1.829 1.943 -2.576 0.2 0.3 0.3 0.023
N -1.164 2.435 -1.326 -0.2 0.2 0.3 0.026
C -2.234 2.732 -0.298 0.2 0.1 -0.5 0.018
C -0.375 3.681 -1.629 -0.2 -0.2 -0.1 0.009
C 0.767 3.804 -0.656 0.4 -0.4 -0.1 0.021
N 1.430 2.476 -0.636 0.5 -0.1 0.1 0.233
C 2.845 2.411 -0.501 -0.9 -0.1 -0.5 0.014
C 3.611 1.573 -1.314 -0.4 0.3 -0.3 0.014
F 3.041 0.873 -2.305 -0.5 -0.2 -0.1 0.005
C 4.976 1.505 -1.217 0.4 -0.3 -0.2 -0.001
F 5.630 0.662 -2.034 -0.1 0.2 0.2 -0.001
C 5.658 2.290 -0.326 0.5 0.1 0.1 0.014
C 4.925 3.141 0.465 0.3 0.3 0.3 -0.001
F 5.537 3.920 1.356 0.0 -0.1 -0.1 -0.002
C 3.551 3.197 0.389 -0.2 0.2 0.5 0.014
F 2.894 3.991 1.239 -0.1 0.1 -0.1 0.004
H -2.455 2.735 -2.984 0.0 0.1 0.0 0.002
H -2.450 1.089 -2.352 -0.1 -0.2 0.1 0.001
H -1.075 1.679 -3.310 0.1 0.0 -0.1 0.005
H -2.902 3.503 -0.694 0.1 -0.1 0.0 0.003
H -1.783 3.084 0.623 0.1 0.0 0.0 0.001
H -2.805 1.828 -0.103 0.0 -0.1 0.0 0.001
H -1.040 4.544 -1.607 0.0 0.0 0.0 -0.001
H 0.028 3.579 -2.634 0.0 -0.1 -0.1 0.000
H 0.432 4.098 0.336 0.0 -0.1 0.2 0.007
H 1.448 4.567 -1.017 0.2 0.1 0.0 0.000
H 6.738 2.258 -0.257 -0.1 0.0 0.0 0.001
N 2.667 -3.243 1.380 2.8 -1.1 -1.2 0.000
C 3.160 -2.716 0.044 -0.3 0.0 0.5 0.003
C 2.790 -1.250 -0.150 -0.3 0.1 0.1 0.005
N 1.405 -0.992 -0.612 0.3 0.4 -0.2 0.063
H 2.527 -4.244 1.372 0.1 -0.3 -0.1 0.000
H 1.778 -2.784 1.672 -0.5 0.2 0.0 0.000
H 3.335 -3.043 2.117 0.3 0.0 0.1 0.000
H 2.716 -3.328 -0.727 -0.1 -0.2 -0.2 0.000
H 4.236 -2.850 0.007 0.1 0.0 0.0 0.000
H 3.480 -0.821 -0.868 0.0 -0.1 0.0 0.000
H 2.923 -0.715 0.792 0.1 0.1 0.0 0.000
H 0.735 -1.479 -0.026 0.1 -0.3 -0.1 0.002
H 1.276 -1.311 -1.561 0.2 -0.2 -0.3 0.014
C -3.166 -4.471 1.226 -0.1 0.0 -0.2 0.027
C -2.617 -3.098 1.526 -0.2 0.2 -0.3 0.005
O -3.127 -2.098 0.545 0.1 -0.9 0.7 0.022
P -2.411 -1.584 -0.737 -0.3 0.2 0.1 0.056
O -1.441 -0.486 -0.452 0.5 0.1 -0.2 0.052
Te -1.428 -3.472 -1.907 0.1 0.0 0.0 0.831
O -3.581 -1.000 -1.588 -0.3 -0.1 -0.4 0.004
C -4.731 -1.801 -2.085 0.1 0.2 0.2 0.001
C -5.464 -0.982 -3.112 -0.1 0.1 -0.1 0.000
H -2.871 -5.163 2.020 0.0 0.1 -0.1 0.001
H -2.790 -4.876 0.278 0.0 0.0 0.1 0.030
H -4.257 -4.450 1.175 0.1 0.0 0.0 0.000
H -1.530 -3.069 1.555 0.1 0.1 -0.2 0.001
H -2.982 -2.754 2.485 -0.1 0.2 0.0 0.000
H -5.362 -2.039 -1.230 0.1 0.1 0.1 0.000
H -4.356 -2.727 -2.516 0.2 0.0 0.0 0.000
H -5.887 -0.078 -2.664 0.1 -0.1 -0.1 0.000
H -6.287 -1.577 -3.524 0.2 0.1 0.1 0.000
H -4.800 -0.700 -3.933 -0.1 0.0 0.1 0.000
O -0.069 2.240 1.858 -0.1 -0.4 0.4 0.070
C 0.155 1.171 2.411 -0.1 0.4 0.0 0.007
C 0.088 0.823 3.881 0.0 -0.2 -0.2 0.002
C 0.219 -0.711 3.856 -0.1 0.2 -0.2 0.005
C 0.501 -1.023 2.398 0.0 0.6 0.0 0.013
O 0.720 -2.180 1.954 -2.6 1.5 0.8 0.003
N 0.491 0.081 1.637 -0.1 -0.1 0.6 0.076
H -0.834 1.193 4.325 0.0 0.0 0.0 0.000
H 0.912 1.315 4.398 0.0 0.0 0.0 0.000
H -0.696 -1.224 4.154 0.0 0.0 0.0 0.001
H 1.018 -1.100 4.482 0.1 0.0 0.0 0.000



(4)
70
Properties=species:S:1:pos:R:3:forces:R:3:nbo_charge:R:1 method="wB97M-V/def2-TZVPD" homo_ev=-8.78 energy_ev=-137997.442 lumo_energy_ha=-0.03944 orbital_gap_ha=0.2834 de_lowest_ev=1.330
Pt -0.401 0.538 0.723 0.8 -0.3 -0.6 0.479
F 4.443 0.650 2.563 0.1 0.0 0.0 -0.302
C 4.272 0.037 1.397 -0.1 0.1 0.2 0.741
F 5.263 -0.820 1.211 0.1 0.0 -0.1 -0.298
F 4.297 0.949 0.427 0.0 0.1 0.0 -0.310
S 2.652 -0.896 1.325 -0.1 -0.3 -0.1 2.220
O 1.981 -0.418 0.128 0.3 0.0 0.4 -0.962
O 2.998 -2.282 1.388 0.0 0.2 0.1 -0.893
N 1.975 -0.302 2.654 -0.4 0.0 -0.4 -1.213
S 0.503 -0.725 3.005 0.3 -0.4 0.6 2.211
O -0.116 -1.602 2.000 -0.2 0.9 0.1 -0.944
O -0.268 0.370 3.533 0.2 -0.1 0.0 -0.924
C 0.715 -1.797 4.475 0.1 -0.2 -0.2 0.730
F 1.351 -1.123 5.426 0.0 0.0 0.1 -0.304
F 1.419 -2.876 4.153 0.0 0.0 0.1 -0.300
F -0.481 -2.166 4.922 -0.1 -0.1 0.1 -0.305
C -1.658 3.541 1.888 0.0 0.1 0.0 -0.623
C -1.249 3.856 0.439 0.1 -0.1 0.0 -0.328
C -0.818 5.323 0.359 0.0 0.0 0.0 -0.627
C -2.460 3.588 -0.463 0.1 0.1 0.0 -0.618
P 0.147 2.665 0.005 -1.8 -0.3 -0.6 1.182
C 1.545 3.337 0.935 0.2 -0.5 0.2 -0.449
C 1.673 2.938 2.267 0.0 0.0 0.0 -0.190
C 2.712 3.422 3.050 0.0 0.0 0.0 -0.191
C 3.632 4.307 2.512 0.0 0.0 0.0 -0.184
C 3.508 4.714 1.188 0.0 0.0 0.0 -0.229
C 2.471 4.236 0.404 0.0 0.1 0.0 -0.130
C 0.504 2.690 -1.848 0.1 -0.2 0.2 -0.334
C -0.468 1.703 -2.515 0.0 0.1 -0.1 -0.619
C 0.370 4.057 -2.523 0.1 0.0 0.0 -0.615
C 1.920 2.121 -2.054 0.0 0.0 0.0 -0.627
H -2.553 4.120 2.134 0.1 0.0 0.0 0.216
H -0.875 3.812 2.600 0.0 0.0 0.0 0.219
H -1.885 2.485 2.017 0.0 -0.1 0.0 0.236
H -1.660 5.955 0.661 0.0 0.0 0.0 0.220
H -0.528 5.618 -0.649 0.0 0.0 0.0 0.212
H 0.014 5.532 1.032 0.0 0.0 0.0 0.222
H -3.329 4.110 -0.054 0.0 0.0 0.0 0.220
H -2.688 2.523 -0.495 0.0 0.2 -0.1 0.220
H -2.311 3.945 -1.483 0.0 0.0 0.1 0.207
H 0.969 2.235 2.695 0.0 0.0 0.0 0.247
H 2.808 3.086 4.075 0.0 0.0 -0.1 0.227
H 4.449 4.678 3.120 0.0 0.0 0.0 0.221
H 4.222 5.406 0.760 0.0 0.0 0.0 0.220
H 2.388 4.577 -0.617 0.0 0.0 0.0 0.203
H -1.502 2.050 -2.495 0.1 0.0 0.0 0.213
H -0.424 0.736 -2.023 0.0 -0.1 0.0 0.233
H -0.168 1.569 -3.559 0.0 0.1 0.0 0.218
H -0.653 4.428 -2.507 0.0 0.0 0.0 0.212
H 0.665 3.951 -3.572 0.0 0.0 0.0 0.223
H 1.015 4.817 -2.082 0.0 0.0 0.0 0.206
H 2.009 1.133 -1.602 0.0 0.0 0.0 0.251
H 2.704 2.752 -1.639 0.0 0.0 0.0 0.214
H 2.100 2.025 -3.129 0.0 0.0 0.0 0.215
C -2.501 -3.234 0.780 0.3 0.1 0.0 -1.086
Ge -3.172 -1.427 1.080 -0.3 -0.2 0.1 1.590
C -5.001 -1.420 0.358 0.0 0.1 -0.2 -1.077
C -3.399 -0.960 2.962 0.3 0.0 0.1 -1.093
C -2.229 -0.064 0.010 0.6 1.0 0.2 -0.958
H -3.192 -3.953 1.222 0.0 0.0 0.0 0.230
H -1.512 -3.367 1.219 -0.1 -0.1 0.0 0.250
H -2.433 -3.428 -0.293 0.0 0.0 0.1 0.228
H -5.586 -2.159 0.913 0.0 0.1 -0.1 0.230
H -5.023 -1.687 -0.701 0.0 0.0 0.1 0.226
H -5.471 -0.442 0.483 0.0 -0.1 0.0 0.223
H -3.605 -1.867 3.535 0.0 0.1 0.0 0.235
H -4.246 -0.280 3.068 0.0 0.0 0.0 0.228
H -2.512 -0.480 3.379 -0.1 -0.1 0.0 0.249
H -2.881 0.799 -0.076 -0.3 -0.2 -0.1 0.198
H -2.009 -0.447 -0.989 -0.1 0.0 -0.1 0.214